# C7H17N

An isolated molecule of C7H17N in a non-equilibrium geometry (wB97M-V/def2-TZVPD, the OMol25 dataset).

Values from the calculation:
Molecular weight, g mol⁻¹: 115.2
Kohn-Sham gap, eV: 9.387
Highest occupied orbital energy, eV: -8.242
E_LUMO, eV: 1.15
Energy above the lowest of the compared OMol25 structures with the same formula, charge and spin, eV: 0.825
DFT total energy, eV: -9024.3997
Maximum force, eV/Å: 1.64
SMILES: CCNCCC(C)C

Last column: Löwdin charge in e.
Atoms and positions in Å:
C 2.84655 -1.49130 -0.23571  -0.10
C 2.40900 -0.60401 -1.40344  -0.29
N 1.01161 -0.18341 -1.49442  -0.09
C 0.54519 0.93305 -0.68953  -0.25
C -0.95214 0.98787 -0.54395  -0.17
C -1.55385 0.10083 0.59006  -0.43
C -1.06271 0.40312 2.01559  -0.07
C -3.08705 0.19664 0.50422  -0.09
H 3.26799 -0.88457 0.56548  0.06
H 2.03105 -2.07863 0.18850  0.07
H 3.63527 -2.16410 -0.57280  0.06
H 2.99314 0.31982 -1.38616  0.11
H 2.59344 -1.11827 -2.34761  0.10
H 0.45306 -1.01160 -1.54698  0.10
H 1.01155 1.83994 -1.08452  0.12
H 0.99449 0.86408 0.31049  0.09
H -1.18372 2.00597 -0.20418  0.12
H -1.48063 0.81069 -1.47783  0.11
H -1.28604 -0.92789 0.33888  0.12
H -1.40532 -0.42034 2.63696  0.08
H -1.35889 1.36791 2.42472  0.08
H 0.02491 0.43348 1.96512  0.06
H -3.50733 -0.24772 1.40739  0.07
H -3.45349 -0.34011 -0.37178  0.07
H -3.48609 1.20855 0.41150  0.08